[1]
{
  "formula": "C34H57InN3O2SSi",
  "method": "wB97M-V/def2-TZVPD",
  "symbols": ["C", "C", "H", "C", "H", "C", "H", "H", "C", "N", "N", "H", "H", "H", "H", "C", "H", "C", "C", "C", "H", "H", "H", "H", "H", "H", "H", "C", "C", "O", "H", "H", "H", "C", "H", "C", "H", "C", "H", "H", "C", "H", "C", "Si", "C", "H", "H", "C", "H", "H", "H", "H", "H", "H", "H", "C", "N", "In", "H", "O", "H", "H", "H", "H", "C", "H", "S", "C", "H", "H", "H", "H", "C", "H", "H", "C", "C", "H", "H", "C", "H", "H", "H", "C", "C", "H", "C", "C", "C", "H", "H", "C", "H", "H", "C", "C", "H", "C", "H"],
  "coordinates": [[1.238939, 1.841127, 2.408754], [-3.689410, 1.536720, -0.370486], [1.103417, 3.552938, -0.073334], [3.739523, -1.464007, 3.033284], [4.575651, 0.334773, -0.401752], [-0.716397, -0.467602, -3.451331], [-2.951099, 0.741191, 3.113489], [-3.570218, -2.277047, 0.455169], [3.417710, -3.906651, -1.174680], [0.090802, -1.441452, -2.788188], [1.672150, -2.316613, -0.530784], [-3.600785, -2.266445, -3.921089], [-0.814249, -0.017633, 3.771353], [1.783645, 3.323714, 3.850622], [-1.176495, 1.476926, 4.718872], [-1.050582, 3.726606, 0.078646], [1.528551, 0.915085, -2.283480], [3.907935, -0.512063, -0.622118], [2.057919, -2.726662, 1.893925], [-2.064612, -0.777116, -3.770046], [0.184712, 4.056478, -1.569476], [1.267778, -4.605109, 1.127506], [-1.029515, 1.769808, 1.378533], [-0.385589, -0.091479, 1.515624], [3.092393, -0.125509, -1.254599], [4.500870, -1.208563, -1.244085], [-4.016621, 0.033037, -4.147667], [-1.143572, 1.857047, -3.829972], [-0.232098, -4.957783, -1.281111], [-0.159738, 1.736811, 2.993008], [-3.199858, 2.408067, -4.196431], [2.371332, -3.769738, -3.482110], [3.241343, -4.544304, -0.304314], [-1.390222, 4.453845, 2.964480], [0.017229, -3.498842, 1.715228], [-2.116375, 3.404189, 2.209524], [4.945712, -0.112221, 1.792049], [2.244844, -3.045237, -1.512362], [1.064181, -4.329828, 2.858893], [-0.528150, 4.052637, 3.486082], [1.005109, -2.098095, -4.952161], [-0.759043, 2.920083, -3.893345], [-2.476179, 1.583709, -4.008203], [-2.890561, 0.102643, 0.613289], [-3.727089, -1.359754, -0.127574], [0.186828, 2.319558, -1.031816], [-0.387798, 0.732233, -0.135130], [-2.927336, 0.270250, -3.980913], [-2.240813, -2.782533, -2.910710], [-3.741691, -0.799515, 2.758188], [3.565983, -4.572565, -2.048055], [-4.567868, 0.724402, 2.361368], [1.231548, 3.962640, 2.291379], [-4.801160, -1.160407, -0.136268], [4.288141, -1.199060, 3.959396], [1.788466, 3.177557, 2.777535], [0.663034, -5.706755, -1.579210], [-0.470596, -1.711002, -0.615247], [1.768632, -2.787168, -5.322162], [-1.187392, 2.825421, 1.221195], [1.473690, -0.073219, 4.566405], [-0.984604, 4.767083, 0.478628], [2.827620, 3.222866, 2.403735], [-4.672236, 1.167151, -0.741051], [2.745235, -2.388500, 3.047268], [1.065483, 1.701046, 1.322482], [-1.541029, -4.044317, -0.830504], [0.960340, -2.188628, -3.459580], [-3.095738, 1.814525, -1.264420], [-2.980175, 3.819128, 1.656414], [-1.053858, 5.251979, 2.292237], [1.429337, 2.222573, -3.470000], [-0.227142, 0.868343, -3.575120], [-1.993333, 3.651492, -0.484286], [-2.080217, 4.862037, 3.700889], [2.391682, -2.056304, 0.677771], [4.113343, -0.828491, 1.840512], [0.506862, 0.377095, 5.979846], [-2.450545, 2.550912, 2.802945], [-2.504120, -2.216122, -3.812015], [-2.061732, -2.756381, -4.664944], [4.320857, -3.309062, -1.028875], [-3.438121, -1.564303, -1.158812], [3.453232, -1.124495, 0.658975], [0.188217, 3.394524, -0.693309], [1.453275, 1.644410, 5.129341], [-1.018383, 0.276677, 0.655163], [1.232996, 1.149537, -3.310799], [1.849954, -3.044355, -2.823142], [2.474354, -2.940522, 3.988606], [0.048544, -2.371527, -5.421160], [-3.587471, 0.220441, 2.378850], [-3.879187, 2.441842, 0.221140], [1.831775, 0.984965, 2.776673], [1.048062, -3.839710, 1.879077], [0.853830, 0.716180, 4.993705], [1.902589, 0.591639, -3.980533], [-0.400874, 0.937889, 4.175542], [1.266225, -1.089136, -5.304839]],
  "forces_ev_per_a": [[-2.0, -1.3, 0.8], [0.2, -0.2, -0.4], [-0.7, 0.0, -0.6], [1.7, 1.6, 0.4], [-0.2, -0.2, -0.1], [-0.3, 1.0, -0.1], [-0.3, -0.3, -0.3], [0.0, 0.1, -0.1], [0.3, -0.7, -0.7], [-0.4, 0.2, 0.1], [-0.6, 0.2, 0.2], [0.4, 0.0, 0.0], [0.2, 0.3, 0.8], [0.1, 0.1, 0.1], [0.0, -0.1, 0.1], [-0.2, 0.1, -0.3], [-0.1, -0.1, -0.1], [0.5, 0.7, -0.6], [0.0, 0.4, -1.7], [1.4, -0.5, 0.6], [0.3, -0.3, 0.1], [0.0, 0.2, 0.0], [0.0, 0.9, -0.9], [-0.7, 0.4, -0.8], [0.2, -0.3, 0.3], [-0.4, 0.2, 0.2], [1.3, 0.4, 0.1], [0.8, 2.2, -0.3], [4.3, -3.5, -1.3], [1.6, -0.1, 0.1], [0.7, -0.7, 0.2], [-0.4, 0.7, 0.6], [0.0, 0.3, 0.0], [0.0, 0.6, 0.5], [0.1, 0.0, 0.0], [-0.3, -0.5, -0.3], [-0.4, -0.4, 0.3], [-0.2, 0.5, 1.4], [-0.1, 0.0, -0.2], [-0.1, -0.1, 0.0], [0.2, -0.2, -0.6], [-0.6, -1.3, 0.0], [-1.4, 0.6, -0.3], [-1.1, 1.7, 0.4], [0.2, -0.9, 0.0], [0.0, 1.3, 0.1], [-0.5, 0.2, 0.5], [-1.7, 0.1, -0.6], [0.0, 0.2, -0.3], [0.0, 0.2, 0.0], [0.2, 0.3, 0.7], [0.3, -0.2, 0.0], [-0.1, 0.3, 0.0], [0.0, 0.0, 0.1], [-0.4, -0.3, -0.6], [1.1, -0.2, -0.6], [-3.8, 3.2, 1.3], [1.4, -0.5, -0.8], [-0.1, 0.2, 0.0], [-1.0, 1.6, 0.5], [0.1, 0.1, 0.1], [0.0, -1.0, -0.2], [-0.3, 0.2, 0.3], [0.6, 0.3, 0.2], [-1.1, -1.4, 1.2], [0.4, 0.2, 0.6], [-0.7, 1.0, 0.6], [-0.6, 0.5, 0.5], [-0.3, -0.1, 0.3], [0.4, -0.3, 0.2], [-0.2, 0.0, 0.4], [0.0, -0.4, 0.0], [0.2, -2.0, 0.8], [0.5, -0.1, -0.1], [0.0, 0.3, 0.0], [0.2, -0.4, 0.9], [0.1, -0.1, 0.3], [0.4, 0.0, -0.1], [0.1, 0.4, 0.0], [-0.6, -0.1, -0.1], [-0.1, 0.2, 0.3], [-0.1, -0.1, 0.1], [0.0, 0.0, -0.2], [-0.6, -0.5, -0.1], [0.5, -0.9, -0.2], [-0.5, -0.7, -0.1], [1.3, -3.1, -0.9], [0.0, 0.6, -0.3], [0.5, -0.9, -1.5], [0.4, 0.7, -1.0], [0.2, 0.1, 0.2], [0.3, -0.2, 0.1], [0.1, -0.2, -0.1], [-0.2, 0.5, -0.3], [-0.1, -0.1, 0.5], [-0.3, 0.0, 0.7], [-0.2, 0.1, 0.2], [0.7, -0.3, -1.5], [-0.1, -0.2, 0.2]],
  "lowdin_charge": [-0.183, -0.152, 0.096, -0.100, 0.085, -0.215, 0.001, 0.031, -0.004, 0.010, -0.002, 0.093, 0.120, 0.080, 0.121, -0.163, 0.052, -0.031, -0.209, -0.226, 0.100, 0.075, 0.106, 0.032, 0.064, 0.089, 0.138, -0.081, -0.794, -0.301, 0.123, 0.125, 0.093, -0.043, 0.045, -0.167, 0.119, -0.365, 0.087, 0.067, 0.010, 0.132, -0.100, 0.422, -0.212, 0.064, -0.009, -0.056, -0.011, 0.043, 0.096, 0.053, 0.058, 0.058, 0.120, -0.060, 0.112, 0.806, 0.090, -0.184, 0.061, 0.134, 0.103, 0.053, -0.078, 0.096, 0.643, -0.313, 0.021, 0.138, 0.086, 0.087, -0.219, 0.122, 0.103, -0.214, -0.047, 0.093, 0.102, -0.043, 0.090, 0.086, 0.010, -0.229, -0.040, 0.090, -0.244, -0.035, -0.061, 0.135, 0.092, -0.152, 0.019, 0.110, -0.040, -0.058, 0.085, -0.224, 0.093],
  "relative_energy_ev": 1.392,
  "homo_lumo_gap_ev": 7.2,
  "total_charge": 1
}

[2]
{
  "formula": "C34H58BN6S3Si2Tl",
  "method": "wB97M-V/def2-TZVPD",
  "symbols": ["H", "C", "H", "H", "H", "H", "H", "H", "C", "H", "H", "C", "C", "C", "H", "C", "C", "H", "H", "S", "H", "H", "H", "C", "H", "H", "H", "H", "H", "C", "C", "H", "N", "C", "H", "N", "C", "H", "C", "H", "H", "N", "S", "C", "H", "C", "C", "H", "H", "C", "C", "H", "H", "Si", "H", "C", "C", "H", "H", "H", "H", "C", "H", "Si", "H", "Tl", "H", "C", "H", "H", "H", "C", "C", "C", "H", "C", "S", "H", "C", "H", "C", "C", "N", "C", "C", "H", "H", "H", "H", "B", "H", "C", "H", "H", "H", "H", "H", "C", "N", "H", "H", "N", "H", "C", "H"],
  "coordinates": [[3.825908, -2.541707, 3.853618], [-2.442741, -4.077198, 0.043604], [-1.278429, -4.782618, 1.761253], [-0.257929, -5.577127, -0.859539], [-3.265026, 1.246887, 2.767081], [3.222866, -2.087869, 2.307049], [-3.319418, 1.701630, -5.430307], [5.973500, -0.254881, 5.076175], [-2.515011, 3.490768, -0.723650], [5.344687, 4.505080, 2.725440], [2.424386, 4.342450, 2.008175], [1.065998, 3.446908, -3.923360], [5.884790, 0.325159, 4.161065], [2.699132, 0.458623, 4.240789], [-2.874504, -5.701041, -1.412936], [-3.582646, 1.135721, -4.511686], [-2.553072, 3.896830, 1.648504], [1.369861, 4.092127, -3.117014], [-1.734977, -0.105818, -6.174819], [2.430509, 2.042258, -1.632382], [2.586023, 1.507374, 4.414685], [2.819014, -4.776626, -2.269872], [-4.989244, 3.446631, 0.222205], [0.969823, 1.468095, -2.267523], [6.672511, 0.075929, 3.422977], [5.333762, 2.367458, -0.623047], [-2.782097, 3.516247, 2.626893], [3.091220, -4.936860, -0.564494], [-1.549590, -1.567788, -5.188063], [-0.694804, -0.654436, 1.650928], [-3.300731, -4.736134, -1.044985], [-2.691407, -1.729481, -2.905884], [-1.213546, 1.102993, 0.082577], [-3.360787, -0.928922, -3.230677], [-2.389915, -2.017603, 3.436301], [0.407845, -1.865456, -0.878575], [-2.209630, -0.737606, -5.432103], [-3.727357, -0.455582, -2.313904], [-1.325894, 0.567072, -3.478096], [-1.243219, -0.957372, 4.387066], [2.675410, -0.053554, 5.186954], [0.336085, 0.375183, -1.850088], [0.310115, -1.935396, 2.024827], [-2.100281, -5.124246, 1.116709], [-1.826040, -6.098217, 0.661275], [1.435609, -2.689332, -1.081935], [-2.119048, -0.998065, 3.718333], [-3.098134, 4.405674, -0.894487], [-4.258237, -5.004878, -0.611977], [-2.111774, 1.566912, 0.935460], [4.959730, 3.208241, -0.097167], [4.945663, -2.478628, 2.492608], [-3.101570, 4.814635, 1.511200], [4.244286, -0.076027, 3.302145], [4.330923, 3.806895, -0.749797], [-2.408007, 0.904308, 2.127850], [2.357525, -5.030709, -1.322688], [-1.490377, 4.099131, 1.637709], [1.951530, 3.127991, -4.497805], [-1.451900, 3.792501, -0.688025], [-1.235104, 2.323044, -4.814578], [-0.094658, -4.522954, -0.910547], [-4.229502, -3.284153, 0.929528], [4.141364, 2.610496, 1.491513], [5.171698, 0.370941, 1.095452], [2.558634, 0.096693, 0.397632], [1.775666, 0.022425, 3.747277], [-2.589457, 0.024611, -4.146270], [1.970471, -6.066197, -1.252058], [4.635681, 3.287738, 3.858354], [-4.199494, -1.430128, -3.791334], [-4.427854, 2.597469, 0.637608], [4.256178, 0.771062, 1.608960], [-0.780744, 1.803850, -3.947619], [6.178844, 2.946618, 2.959306], [4.077477, -1.966925, 2.982354], [3.059738, -2.101081, -1.276474], [-3.386363, -2.074861, -0.111837], [-1.117398, -3.600797, -0.572954], [-2.957192, -5.289105, 1.766057], [-1.756129, -0.210460, 2.489057], [1.184289, -4.096863, -1.134795], [-0.772565, -0.086971, -2.501514], [0.373316, 2.212515, -3.401629], [5.205750, 3.436801, 2.866822], [5.814599, 3.857370, 0.199263], [1.836286, 2.814007, 2.490973], [-3.126755, -1.098719, -5.876041], [0.427557, 4.019334, -4.607884], [0.606092, -0.367022, -0.519226], [-3.026904, -0.532839, 4.142105], [-2.917256, 2.870348, 0.623076], [-4.718417, 1.735331, 0.029481], [1.753910, 3.343063, 0.783617], [5.949085, 1.410296, 4.418272], [-4.703344, 2.417061, 1.667853], [-4.591382, 0.695706, -4.676302], [-3.263594, -2.896355, 0.608664], [-0.843793, -2.329433, -0.629007], [-2.761632, -2.479845, 1.497499], [-3.476060, -4.033190, -1.875343], [-0.470091, 0.051451, 0.506922], [-2.666871, 2.756721, -1.513391], [2.370106, 3.301248, 1.678798], [-3.635554, 1.835165, -3.692210]],
  "forces_ev_per_a": [[-0.1, -0.2, 0.7], [0.0, 0.3, -0.9], [-0.1, -0.1, -0.2], [-0.3, -0.5, -0.1], [1.0, -0.2, -0.7], [0.1, 0.0, 0.0], [0.0, -0.3, 0.5], [0.3, -0.1, 0.0], [0.5, -0.3, 0.2], [0.0, 0.1, -0.1], [0.3, 0.1, 0.0], [-0.1, -0.5, -0.6], [-0.5, 0.7, -0.4], [-0.7, -1.5, -0.8], [-0.1, 0.8, 0.0], [-0.1, 0.2, -0.7], [0.1, -0.1, 0.9], [0.3, 0.2, 0.3], [0.2, 0.2, 0.0], [0.0, 0.0, 0.0], [-0.1, 0.7, 0.0], [0.2, -0.4, -0.2], [0.2, 0.0, 0.4], [0.0, 0.9, -1.1], [-0.2, 0.1, 0.6], [0.4, -0.8, -0.8], [-0.2, 0.0, 0.7], [0.7, 0.5, 0.8], [0.0, -0.1, -0.1], [0.7, 0.4, -0.5], [0.2, -0.5, -0.4], [0.0, 0.0, 0.1], [-0.6, 0.7, 1.7], [0.1, -1.1, -0.1], [0.4, 0.0, 0.3], [-0.7, -1.2, 0.4], [0.0, 0.1, 0.5], [-0.1, 0.1, -0.2], [0.0, 0.3, 0.2], [-0.6, -0.4, 0.0], [0.2, -0.1, 0.7], [-0.6, 0.5, -1.0], [0.4, -0.3, 0.9], [0.2, -0.1, 0.1], [-0.1, 0.6, 0.3], [1.1, 0.3, -0.4], [-0.2, 0.8, -0.3], [0.0, -0.3, -0.1], [-0.3, 0.0, 0.0], [-0.1, 0.9, -1.5], [0.2, 1.2, 0.9], [-0.5, 0.7, 0.4], [-0.2, 0.4, -0.1], [-0.1, -0.4, -0.6], [-0.1, -0.1, -0.1], [-1.5, 0.3, 1.1], [-1.8, -0.6, -0.5], [0.3, 0.2, -0.1], [-0.1, 0.3, 0.4], [-0.4, -0.3, -0.2], [0.3, -0.3, 0.8], [0.8, 0.2, 0.2], [-0.1, 0.1, -0.1], [0.6, 1.4, 0.3], [-0.6, 0.5, 0.2], [0.3, -0.3, -0.1], [0.9, 0.7, 0.1], [-0.4, -0.4, -0.2], [0.3, 0.4, -0.5], [1.0, 0.3, -1.2], [0.7, 0.7, 0.5], [0.2, 0.0, -0.3], [0.2, -1.0, -0.3], [-0.2, -0.6, -0.5], [-0.1, 0.1, 0.0], [0.5, 0.4, -0.7], [-0.5, -0.1, 0.1], [0.0, -0.4, 0.1], [0.7, 0.4, 0.0], [-0.2, -0.1, 0.0], [0.0, -0.7, 0.4], [0.0, 0.0, 0.3], [-0.4, -0.2, 0.2], [0.7, 0.6, 0.5], [-1.5, -0.8, 1.2], [-0.4, -0.5, -0.2], [-0.2, -0.3, 0.0], [-0.2, -0.3, -0.2], [0.0, -0.3, 0.2], [-0.8, -0.4, -0.2], [0.6, -0.2, 0.2], [0.6, -0.5, -1.5], [0.2, -0.1, 0.1], [0.0, -0.4, -0.1], [0.0, -0.9, -0.2], [-0.6, 0.0, 0.2], [0.7, 0.3, 0.1], [0.8, 0.0, 0.4], [-0.3, 0.4, 0.2], [-0.2, -0.1, -0.4], [0.1, -0.4, 0.2], [-1.1, 0.2, -0.7], [0.1, 0.2, -0.3], [0.4, 0.3, 0.3], [-0.3, 0.4, 0.3]],
  "lowdin_charge": [0.016, -0.525, 0.081, 0.112, 0.139, -0.035, 0.087, 0.022, -0.054, 0.019, 0.033, -0.079, -0.182, -0.173, 0.093, -0.061, -0.058, 0.053, 0.081, 0.743, 0.009, 0.072, 0.091, -0.590, 0.042, 0.005, 0.074, 0.060, 0.090, -0.664, -0.050, 0.059, 0.205, -0.068, 0.064, -0.046, -0.037, 0.082, -0.205, 0.087, 0.021, 0.000, 0.768, -0.043, 0.086, -0.627, -0.057, 0.089, 0.078, -0.180, -0.219, 0.049, 0.091, 0.421, -0.002, 0.025, -0.072, 0.091, 0.095, 0.089, 0.136, 0.056, 0.086, 0.366, 0.036, 0.778, 0.024, -0.544, 0.090, 0.051, 0.102, -0.039, -0.513, 0.040, 0.017, -0.179, 0.657, 0.082, -0.223, 0.085, -0.275, -0.231, 0.190, -0.234, -0.197, 0.041, 0.016, 0.080, 0.082, -0.836, 0.087, -0.549, 0.088, -0.008, 0.015, 0.068, 0.097, -0.031, 0.139, 0.051, 0.083, -0.016, 0.063, -0.190, 0.069],
  "relative_energy_ev": 0.290,
  "homo_lumo_gap_ev": 7.4
}